# 1
The following is a quantum chemistry calculation of a molecular structure, C21H21F5N13O3SSn in a non-equilibrium geometry, from the Open Molecules 2025 dataset.

The relative energy (zero: lowest compared OMol25 entry of this formula, charge and spin) comes out at 57.8 kcal/mol. As for the net charge: -1. For the frontier orbital gap, the calculation gives 3.45 eV. The multiplicity is 1. For the highest occupied orbital energy, the calculation gives -3.1 eV.

Cartesian coordinates (Å):
Sn (-0.43928, 0.30737, 1.90589)
C (2.25990, 4.41831, -2.47494)
C (0.89850, 4.16170, -3.05713)
C (0.36066, 2.86692, -3.22828)
C (-0.89962, 2.76890, -3.84876)
C (-1.60469, 3.84481, -4.33321)
C (-1.14459, 5.11716, -4.00006)
C (0.10099, 5.23840, -3.39278)
H (2.95190, 3.63907, -2.72021)
H (2.18312, 4.42096, -1.38898)
H (2.77801, 5.33509, -2.61518)
H (0.90368, 2.00234, -2.81688)
H (-1.32459, 1.80358, -3.97262)
H (-2.61784, 3.70916, -4.83480)
H (-1.73438, 6.03657, -4.19321)
H (0.50021, 6.22897, -3.30043)
N (2.28358, 2.69813, 0.73818)
C (2.33534, 1.34837, 0.23625)
N (3.43470, 0.78749, -0.29601)
N (3.01120, -0.40962, -0.75470)
N (1.74696, -0.57213, -0.48322)
N (1.27822, 0.60087, 0.10303)
C (1.68460, 2.97350, 1.92164)
N (1.96754, 4.01255, 2.72919)
N (1.11158, 3.88981, 3.79780)
N (0.29642, 2.85924, 3.60278)
N (0.61007, 2.27996, 2.39907)
H (3.19579, 3.09978, 0.51825)
F (5.74037, -1.53233, -4.91304)
C (4.50132, -2.03195, -4.74326)
C (3.40175, -1.29042, -5.12208)
F (3.50520, -0.10896, -5.76958)
C (2.10646, -1.56289, -4.74135)
F (1.21114, -0.56912, -5.04397)
C (1.80544, -2.72071, -3.96088)
S (0.26541, -3.17344, -3.56036)
C (2.96870, -3.54099, -3.63033)
F (2.78078, -4.79257, -3.21102)
C (4.25615, -3.13956, -3.95344)
F (5.28948, -3.95354, -3.46298)
N (0.21278, -2.52691, 1.42835)
C (0.75433, -2.86367, 2.83230)
C (0.47611, -1.73569, 3.86677)
O (0.15436, -2.03090, 5.05039)
O (0.70928, -0.52591, 3.50216)
H (0.96792, -2.34934, 0.79633)
H (-1.97986, -2.62661, 2.70064)
H (-0.32103, -3.25716, 1.00841)
H (1.83009, -3.03873, 2.73947)
H (0.31451, -3.77258, 3.21293)
C (-5.63351, -1.70492, 5.02871)
N (-4.79989, -2.07765, 3.92178)
C (-5.25359, -2.43429, 2.58058)
C (-3.94308, -2.89769, 1.97843)
O (-3.81153, -3.55854, 0.96706)
N (-2.92002, -2.42433, 2.86168)
C (-3.45530, -2.14843, 4.10513)
N (-2.75690, -1.92307, 5.28094)
H (-5.48050, -0.67738, 5.36892)
H (-5.58250, -2.38514, 5.88654)
H (-6.68257, -1.82252, 4.65234)
H (-5.75924, -1.56432, 2.12824)
H (-6.01692, -3.22932, 2.58593)
H (-1.71269, -1.93797, 5.30430)
H (-3.27046, -1.53770, 6.08332)

Forces on the atoms, in the same order (eV/Å):
Sn 1.550 1.242 -1.066
C -0.315 -0.969 1.243
C -0.024 -0.309 -0.197
C -0.178 1.004 0.214
C 1.148 -0.730 0.224
C -1.695 0.863 0.142
C -0.193 0.325 -0.248
C -0.398 0.393 -0.742
H 0.372 -0.618 -0.198
H -0.166 -0.381 0.307
H -0.124 1.122 -1.028
H -0.405 0.275 -0.516
H -0.162 -0.830 -0.149
H 1.537 0.111 0.694
H 0.448 -0.762 -0.100
H 0.173 0.429 0.360
N 1.604 -1.923 -1.836
C 1.130 1.664 -0.147
N -0.780 0.556 0.161
N -1.062 0.403 0.844
N 0.460 0.663 -0.026
N -1.456 -2.328 1.029
C -1.407 0.963 1.909
N -0.491 -1.311 0.161
N -0.906 -1.790 -1.713
N 1.338 1.368 -0.282
N 0.593 0.031 0.451
H -0.518 0.366 0.670
F 0.201 -0.115 -0.180
C 0.096 0.160 0.444
C -1.016 1.035 -0.176
F 1.076 -0.024 -0.172
C 0.360 -0.571 1.009
F 0.193 -1.315 0.255
C 2.057 0.165 -0.682
S -1.863 -0.534 0.567
C -0.760 1.814 -1.556
F 0.006 -0.097 0.612
C 0.413 -1.704 0.961
F -0.887 1.166 -0.951
N 0.284 0.596 2.618
C -0.659 0.535 -1.566
C 0.732 -0.257 1.308
O -0.378 -0.039 -1.794
O -0.523 -0.382 -0.461
H 0.530 0.432 -0.598
H 1.913 -0.346 -0.373
H -0.344 -0.684 -0.102
H -0.079 0.223 0.331
H -0.196 -0.327 0.045
C -2.190 -0.270 -0.212
N 1.642 -0.008 2.024
C -0.292 0.198 0.792
C 0.137 -0.685 -2.100
O 0.209 1.434 2.109
N -1.924 -0.469 1.006
C 0.391 0.724 0.023
N -1.876 -0.281 -2.362
H 0.028 -0.051 -0.192
H 0.368 -0.021 -0.194
H 0.782 0.434 0.516
H 0.684 -0.217 -0.295
H 0.525 0.021 0.153
H -0.167 0.017 -0.227
H 0.457 -0.384 -0.742

Need the Löwdin charges? In units of e they are: 1.211, -0.053, -0.265, -0.009, -0.097, -0.121, -0.109, -0.083, 0.073, 0.063, 0.061, 0.117, 0.092, 0.117, 0.102, 0.097, 0.123, -0.489, 0.030, -0.064, -0.069, -0.087, -0.476, 0.012, -0.095, -0.104, -0.178, 0.136, 0.075, -0.178, -0.170, 0.075, -0.242, 0.028, -0.735, 0.439, -0.263, 0.045, -0.122, 0.028, -0.010, -0.126, -0.649, -0.035, -0.253, 0.028, 0.096, 0.063, 0.126, 0.100, -0.034, -0.102, -0.005, -0.345, 0.152, 0.223, -0.233, 0.246, 0.103, 0.100, 0.113, 0.156, 0.151, 0.093, 0.126

# 2
The following is a quantum chemistry calculation of 2 unconnected molecules or ions with the total composition C5H6Br2O in a non-equilibrium geometry, from the Open Molecules 2025 dataset.

The relative energy (zero: lowest compared OMol25 entry of this formula, charge and spin) comes out at 0.0 kcal/mol. Its expectation value of S² is 2.019. As for the net charge: 0. For the frontier orbital gap (spin up / spin down), the calculation gives 6.40 / 8.18 eV. The multiplicity is 3. For the highest occupied orbital energy (spin up / spin down), the calculation gives -6.1 / -10.4 eV.

Cartesian coordinates (Å):
C (0.83345, -0.38145, 2.33461)
C (0.30400, 0.04271, 1.35175)
C (-1.64478, 0.04643, -0.17816)
C (0.90908, -0.54946, -1.26035)
C (-0.35162, 0.54149, 0.19202)
O (-0.12604, 1.88255, -0.25562)
Br (0.74548, -2.53882, -1.12034)
Br (2.76286, 0.10144, -1.09792)
H (1.37715, -0.83220, 3.13111)
H (-1.62458, -1.04750, -0.22459)
H (-2.37556, 0.50962, 0.31682)
H (-1.93491, 0.30755, -1.16611)
H (0.39220, -0.25368, -2.13561)
H (0.73327, 2.17131, 0.11239)

Forces on the atoms, in the same order (eV/Å):
C 1.082 -0.908 1.494
C -1.535 1.692 -2.736
C 1.713 -2.629 -2.764
C 3.536 -3.220 -0.934
C 0.158 3.300 3.406
O 0.712 -1.856 0.736
Br 0.165 1.614 -0.103
Br -1.517 -0.422 -0.297
H -0.072 0.076 0.009
H -0.520 0.179 0.756
H -3.119 1.188 2.855
H 0.312 0.446 -1.469
H -0.384 0.667 -0.734
H -0.533 -0.128 -0.219

Need the Löwdin charges? In units of e they are: 0.140, -0.141, -0.059, -0.933, -0.491, 0.010, 0.547, 0.581, 0.035, 0.081, 0.055, 0.087, -0.012, 0.101

# 3
The following is a quantum chemistry calculation of a gas-phase ion, C10H14BrN2O (charge +1) in a non-equilibrium geometry, from the Open Molecules 2025 dataset.

The relative energy (zero: lowest compared OMol25 entry of this formula, charge and spin) comes out at 6.2 kcal/mol. As for the net charge: +1. For the frontier orbital gap, the calculation gives 10.30 eV. As for the SMILES: C[C@]12C[C@@]3([NH2+][C@H]1[C@@H]2Br)C(=O)N[C@H]1C[C@H]13. The multiplicity is 1. For the highest occupied orbital energy, the calculation gives -13.4 eV.

Cartesian coordinates (Å):
C (-1.28529, 2.09024, -2.19080)
C (-0.26409, 1.55598, -1.17258)
C (-0.07982, 0.07553, -0.97965)
C (0.05986, -0.22300, 0.54226)
N (0.30409, 1.17220, 1.16157)
C (-0.01236, 2.14584, 0.17409)
C (1.01635, 2.37738, -0.93041)
Br (0.99868, 4.11192, -1.66866)
C (-1.27785, -0.71832, 1.11246)
O (-2.30677, -0.09043, 1.08096)
N (-1.08086, -1.82983, 1.82438)
C (0.25538, -2.30873, 1.71464)
C (0.83454, -2.59723, 0.36093)
C (1.04307, -1.25791, 0.99596)
H (-1.76408, 3.12052, -1.94237)
H (-1.98487, 1.45727, -2.55121)
H (-0.58056, 2.27426, -3.13992)
H (0.98283, -0.23674, -1.33216)
H (-0.89686, -0.40741, -1.50700)
H (1.29245, 1.42571, 1.50596)
H (-0.37988, 1.18117, 1.90125)
H (-0.63978, 2.97910, 0.53838)
H (2.02746, 1.93649, -0.61698)
H (-1.76072, -2.56402, 1.93692)
H (0.65630, -2.67335, 2.67910)
H (0.12639, -2.58305, -0.53055)
H (1.52668, -3.49536, 0.25184)
H (2.08069, -0.98894, 1.26666)

Forces on the atoms, in the same order (eV/Å):
C 3.996 3.982 -0.838
C 0.152 0.347 0.279
C 2.813 -0.674 -0.350
C -0.126 0.135 -0.741
N 1.777 -0.843 0.518
C -1.676 3.146 -1.326
C -0.002 -0.792 1.727
Br 0.621 0.244 0.044
C -0.983 1.001 0.935
O -0.211 0.529 -0.748
N 0.774 -1.619 -0.254
C 1.031 0.096 1.202
C -1.043 -2.178 -1.516
C 1.728 0.020 -0.150
H 0.957 -1.977 -0.213
H -2.339 -2.383 -0.430
H -1.719 -0.071 1.774
H -2.050 0.241 -0.291
H 0.221 -0.640 0.283
H -1.723 -1.247 -0.151
H -0.124 0.658 0.816
H 0.549 -0.475 -0.192
H -1.369 0.493 -1.284
H -0.721 0.457 0.131
H -0.118 -0.270 -1.008
H 0.706 -0.149 1.406
H -0.315 1.939 0.329
H -0.806 0.031 0.049

Need the Löwdin charges? In units of e they are: -0.034, -0.428, -0.014, -0.241, 0.181, -0.267, -0.586, 0.839, -0.439, 0.133, 0.158, -0.220, -0.024, -0.172, 0.115, 0.031, 0.123, 0.172, 0.141, 0.235, 0.179, 0.177, 0.140, 0.176, 0.170, 0.142, 0.148, 0.165